Molecular formula: C31H32AlBrO3PS
Method: DFT, ωB97M-V with the def2-TZVPD basis set

Properties
E in eV: -135571.250
Kohn-Sham gap in eV: 8.09
F_max in Eh/bohr: 0.006
LUMO energy in eV: -2.8
HOMO in eV: -10.85
Net charge: +1

Atoms and positions in Å:
Al1 0.046 -0.976 -0.452
C1 -4.937 3.022 3.902
C2 -4.393 1.781 4.200
C3 -3.357 1.276 3.425
C4 -2.865 2.003 2.343
C5 -3.416 3.249 2.050
C6 -4.446 3.756 2.828
P1 -1.566 1.220 1.329
C7 -0.719 2.672 0.592
C8 -0.186 3.619 1.475
C9 0.520 4.715 0.999
C10 0.734 4.865 -0.367
C11 0.226 3.921 -1.249
C12 -0.505 2.836 -0.775
C13 -2.483 0.508 -0.093
C14 -3.784 0.853 -0.439
C15 -4.395 0.240 -1.526
C16 -3.709 -0.705 -2.276
C17 -2.406 -1.046 -1.936
C18 -1.776 -0.462 -0.832
H1 -5.740 3.421 4.507
H2 -4.770 1.209 5.037
H3 -2.926 0.309 3.661
H4 -3.041 3.825 1.212
H5 -4.870 4.725 2.595
H6 -0.356 3.512 2.541
H7 0.900 5.455 1.693
H8 1.284 5.719 -0.740
H9 0.375 4.041 -2.315
H10 -0.926 2.128 -1.479
H11 -4.327 1.587 0.143
H12 -5.413 0.502 -1.787
H13 -4.191 -1.178 -3.122
H14 -1.884 -1.780 -2.540
Br1 2.915 -7.602 0.096
C19 2.648 -6.184 -1.122
C20 3.143 -6.283 -2.415
C21 2.951 -5.238 -3.310
C22 2.273 -4.098 -2.916
C23 1.781 -4.015 -1.620
C24 1.962 -5.058 -0.713
C25 1.073 -2.811 -1.178
O1 0.578 -2.710 0.007
O2 0.919 -1.786 -1.922
H15 3.676 -7.174 -2.719
H16 3.336 -5.321 -4.317
H17 2.117 -3.273 -3.599
H18 1.564 -4.980 0.289
C26 4.476 2.900 -1.110
C27 3.951 1.672 -0.368
C28 2.867 2.092 0.612
S1 1.868 0.811 1.351
O3 1.402 0.050 0.078
C29 3.016 -0.349 2.118
C30 3.870 -1.216 1.191
C31 4.026 -2.625 1.763
H19 5.255 2.614 -1.815
H20 4.903 3.628 -0.418
H21 3.677 3.392 -1.668
H22 4.770 1.189 0.166
H23 3.543 0.951 -1.077
H24 2.112 2.723 0.131
H25 3.253 2.659 1.465
H26 2.345 -0.969 2.719
H27 3.602 0.255 2.816
H28 4.850 -0.760 1.055
H29 3.407 -1.275 0.206
H30 4.475 -2.605 2.757
H31 4.667 -3.227 1.119
H32 3.056 -3.123 1.836

Population analysis type Mulliken, resulting atomic charges in e: atom 1 (Al): 0.179, atom 2 (C): -0.464, atom 3 (C): -0.681, atom 4 (C): -0.415, atom 5 (C): 0.161, atom 6 (C): -0.148, atom 7 (C): -0.725, atom 8 (P): 0.214, atom 9 (C): 0.354, atom 10 (C): -0.301, atom 11 (C): -0.771, atom 12 (C): -0.588, atom 13 (C): -0.954, atom 14 (C): -0.200, atom 15 (C): 0.741, atom 16 (C): -0.543, atom 17 (C): -0.681, atom 18 (C): -0.902, atom 19 (C): -0.457, atom 20 (C): -0.508, atom 21 (H): 0.400, atom 22 (H): 0.408, atom 23 (H): 0.383, atom 24 (H): 0.477, atom 25 (H): 0.411, atom 26 (H): 0.500, atom 27 (H): 0.426, atom 28 (H): 0.449, atom 29 (H): 0.453, atom 30 (H): 0.501, atom 31 (H): 0.403, atom 32 (H): 0.411, atom 33 (H): 0.402, atom 34 (H): 0.478, atom 35 (Br): -0.156, atom 36 (C): -0.279, atom 37 (C): -0.268, atom 38 (C): -0.741, atom 39 (C): -0.381, atom 40 (C): 0.027, atom 41 (C): -0.152, atom 42 (C): 1.378, atom 43 (O): -0.534, atom 44 (O): -0.578, atom 45 (H): 0.430, atom 46 (H): 0.420, atom 47 (H): 0.502, atom 48 (H): 0.587, atom 49 (C): -1.478, atom 50 (C): -0.013, atom 51 (C): 0.315, atom 52 (S): 0.678, atom 53 (O): 0.319, atom 54 (C): -0.974, atom 55 (C): 0.060, atom 56 (C): -1.691, atom 57 (H): 0.435, atom 58 (H): 0.357, atom 59 (H): 0.311, atom 60 (H): 0.135, atom 61 (H): 0.201, atom 62 (H): -0.750, atom 63 (H): 0.721, atom 64 (H): 0.513, atom 65 (H): 0.595, atom 66 (H): 0.227, atom 67 (H): 0.188, atom 68 (H): 0.393, atom 69 (H): 0.429, atom 70 (H): 0.359



Molecular formula: C4H11N4
Method: DFT, ωB97M-V with the def2-TZVPD basis set

Properties
E in eV: -10277.024
Kohn-Sham gap in eV: 10.04
F_max in Eh/bohr: 0.055
LUMO energy in eV: -3.1
HOMO in eV: -13.19
Net charge: +1

Atoms and positions in Å:
C1 -0.398 -1.543 0.094
C2 -0.150 0.427 0.011
C3 0.093 1.877 -0.113
C4 -2.754 -0.281 0.099
N1 -1.297 -0.394 0.025
N2 0.694 -0.547 0.127
N3 2.746 0.382 -0.276
N4 1.963 -0.784 -0.390
H1 -0.496 -2.167 0.997
H2 -0.398 -2.195 -0.718
H3 1.141 2.246 0.203
H4 -0.454 2.351 0.701
H5 -0.164 2.332 -1.065
H6 -3.076 -0.960 0.866
H7 -3.124 0.668 0.288
H8 -3.214 -0.576 -0.790
H9 3.539 0.229 -0.879
H10 3.071 0.473 0.689
H11 2.279 -1.539 0.129

Population analysis type Mulliken, resulting atomic charges in e: atom 1 (C): -0.569, atom 2 (C): 0.596, atom 3 (C): -1.040, atom 4 (C): -0.842, atom 5 (N): -0.064, atom 6 (N): 0.287, atom 7 (N): -0.502, atom 8 (N): -0.321, atom 9 (H): 0.326, atom 10 (H): 0.342, atom 11 (H): 0.309, atom 12 (H): 0.365, atom 13 (H): 0.312, atom 14 (H): 0.320, atom 15 (H): 0.362, atom 16 (H): 0.360, atom 17 (H): 0.278, atom 18 (H): 0.249, atom 19 (H): 0.233



Molecular formula: C32H47NP2SiZr
Method: DFT, ωB97M-V with the def2-TZVPD basis set

Properties
E in eV: -63158.946
Kohn-Sham gap in eV: 6.53
F_max in Eh/bohr: 0.024
LUMO energy in eV: -7.1
HOMO in eV: -13.62
Net charge: +2

Atoms and positions in Å:
Zr1 -0.169 -0.264 -0.235
C1 4.921 0.311 1.712
C2 4.049 0.280 0.458
C3 4.466 1.318 -0.595
P1 2.230 0.426 0.689
C4 1.609 -0.476 2.215
C5 2.187 -1.889 2.330
C6 1.724 0.312 3.513
C7 1.745 2.138 1.023
C8 2.532 2.986 1.805
C9 2.094 4.243 2.167
C10 0.820 4.646 1.783
C11 0.026 3.825 1.004
C12 0.491 2.583 0.568
N1 -0.302 1.745 -0.288
C13 -1.462 2.355 -0.893
C14 -1.330 3.496 -1.677
C15 -2.459 4.155 -2.129
C16 -3.729 3.679 -1.807
C17 -3.859 2.510 -1.078
C18 -2.728 1.837 -0.615
P2 -2.800 0.168 0.100
C19 -4.065 -0.650 -0.941
C20 -4.174 -2.129 -0.559
C21 -3.738 -0.438 -2.421
C22 -3.381 0.262 1.833
C23 -2.417 1.156 2.621
C24 -4.824 0.745 1.948
H1 5.959 0.197 1.389
H2 4.705 -0.507 2.396
H3 4.861 1.247 2.263
H4 4.158 -0.709 0.006
H5 4.549 2.314 -0.159
H6 3.768 1.371 -1.431
H7 5.441 1.040 -0.998
H8 0.508 -0.594 2.019
H9 3.188 -1.844 2.756
H10 2.258 -2.414 1.375
H11 1.575 -2.490 3.003
H12 2.777 0.507 3.728
H13 1.316 -0.278 4.336
H14 1.199 1.264 3.480
H15 3.502 2.652 2.147
H16 2.725 4.893 2.760
H17 0.439 5.612 2.089
H18 -0.962 4.162 0.726
H19 -0.340 3.870 -1.912
H20 -2.351 5.047 -2.733
H21 -4.612 4.208 -2.144
H22 -4.848 2.114 -0.880
H23 -5.009 -0.150 -0.718
H24 -3.232 -2.656 -0.733
H25 -4.938 -2.611 -1.171
H26 -4.457 -2.269 0.487
H27 -2.702 -0.679 -2.642
H28 -3.911 0.589 -2.737
H29 -4.369 -1.086 -3.031
H30 -3.308 -0.760 2.213
H31 -2.550 2.205 2.348
H32 -1.366 0.906 2.449
H33 -2.601 1.059 3.691
H34 -4.935 1.757 1.552
H35 -5.112 0.771 3.001
H36 -5.524 0.086 1.434
C25 -1.200 -3.060 -3.189
Si1 -0.033 -2.275 -1.984
C26 -0.458 -2.967 -0.171
C27 1.656 -2.991 -2.305
C28 1.837 -3.983 -3.270
C29 3.078 -4.584 -3.450
C30 4.161 -4.201 -2.672
C31 4.006 -3.204 -1.714
C32 2.766 -2.610 -1.544
H37 -1.149 -4.143 -3.046
H38 -0.886 -2.837 -4.213
H39 -2.236 -2.754 -3.081
H40 -1.023 -3.890 -0.306
H41 -1.084 -2.370 0.516
H42 0.463 -3.226 0.360
H43 1.009 -4.300 -3.894
H44 3.197 -5.354 -4.202
H45 5.124 -4.675 -2.810
H46 4.855 -2.898 -1.112
H47 2.657 -1.828 -0.803

Population analysis type Mulliken, resulting atomic charges in e: atom 1 (Zr): -0.471, atom 2 (C): -1.253, atom 3 (C): 1.642, atom 4 (C): -1.687, atom 5 (P): 0.561, atom 6 (C): 1.950, atom 7 (C): -1.627, atom 8 (C): -1.661, atom 9 (C): 0.338, atom 10 (C): -0.429, atom 11 (C): -0.962, atom 12 (C): -1.070, atom 13 (C): -0.220, atom 14 (C): 0.180, atom 15 (N): 0.270, atom 16 (C): -1.103, atom 17 (C): -0.153, atom 18 (C): -0.725, atom 19 (C): -0.869, atom 20 (C): -0.636, atom 21 (C): 0.608, atom 22 (P): 0.887, atom 23 (C): 0.729, atom 24 (C): -1.486, atom 25 (C): -1.642, atom 26 (C): 0.339, atom 27 (C): -1.462, atom 28 (C): -1.525, atom 29 (H): 0.489, atom 30 (H): 0.279, atom 31 (H): 0.245, atom 32 (H): -0.225, atom 33 (H): 0.359, atom 34 (H): 0.445, atom 35 (H): 0.476, atom 36 (H): -0.364, atom 37 (H): 0.359, atom 38 (H): 0.180, atom 39 (H): 0.475, atom 40 (H): 0.318, atom 41 (H): 0.528, atom 42 (H): 0.358, atom 43 (H): 0.140, atom 44 (H): 0.489, atom 45 (H): 0.454, atom 46 (H): 0.434, atom 47 (H): 0.602, atom 48 (H): 0.448, atom 49 (H): 0.481, atom 50 (H): 0.467, atom 51 (H): 0.710, atom 52 (H): 0.163, atom 53 (H): 0.500, atom 54 (H): 0.386, atom 55 (H): 0.230, atom 56 (H): 0.294, atom 57 (H): 0.516, atom 58 (H): 0.668, atom 59 (H): 0.307, atom 60 (H): 0.143, atom 61 (H): 0.571, atom 62 (H): 0.299, atom 63 (H): 0.478, atom 64 (H): 0.394, atom 65 (C): -1.378, atom 66 (Si): 1.006, atom 67 (C): -1.707, atom 68 (C): 0.173, atom 69 (C): -0.660, atom 70 (C): -0.723, atom 71 (C): -0.631, atom 72 (C): -0.888, atom 73 (C): 0.821, atom 74 (H): 0.440, atom 75 (H): 0.399, atom 76 (H): 0.413, atom 77 (H): 0.521, atom 78 (H): 0.683, atom 79 (H): 0.508, atom 80 (H): 0.324, atom 81 (H): 0.429, atom 82 (H): 0.405, atom 83 (H): 0.421, atom 84 (H): -0.175